Entry 1:
{"formula": "C3H5N3O", "method": "the ωB97M-V functional and the def2-TZVPD basis", "total_energy_ev": -9706.3087, "e_lumo_ev": 0.73, "homo_ev": -8.7641, "spin_multiplicity": 1, "homo_lumo_gap_ev": 9.5, "species": ["O", "N", "N", "N", "C", "C", "C", "H", "H", "H", "H", "H"], "positions_angstrom": [[-0.73533, 1.98323, 0.25323], [1.91695, -0.28165, 0.11490], [-0.56841, -1.56124, -0.23486], [0.63240, 1.72674, 0.34015], [-1.39115, 0.85677, -0.05164], [0.76321, 0.45277, 0.09445], [-0.49613, -0.14910, -0.18996], [-1.42925, -1.88877, -0.68981], [2.78720, 0.20824, -0.01609], [-2.47113, 0.90771, -0.09129], [-0.83007, -1.07106, 0.80540], [1.82172, -1.18365, -0.33447]]}

=====

Entry 2:
{"formula": "C3H5N3O", "method": "the ωB97M-V functional and the def2-TZVPD basis", "total_energy_ev": -9705.8199, "e_lumo_ev": 0.71, "homo_ev": -9.1803, "smiles": "OCc1nc[nH]n1", "spin_multiplicity": 1, "homo_lumo_gap_ev": 9.9, "species": ["O", "N", "N", "N", "C", "C", "C", "H", "H", "H", "H", "H"], "positions_angstrom": [[-2.14115, 1.07502, 0.24388], [1.86135, 0.36235, -0.26738], [0.62732, 0.62884, -0.78616], [0.27144, -1.23896, 0.54594], [-0.17683, -0.30004, -0.21416], [2.01396, -0.67145, 0.51250], [-1.79513, -0.25433, 0.02196], [-2.31335, -0.71455, -0.83063], [-2.13490, -0.79404, 0.93509], [3.09385, -0.69740, 0.89780], [-1.88622, 1.55005, -0.55463], [2.57965, 1.05452, -0.50419]]}

=====

Entry 3:
{"formula": "C3H5N3O", "method": "the ωB97M-V functional and the def2-TZVPD basis", "total_energy_ev": -9709.1783, "e_lumo_ev": 0.85, "homo_ev": -10.1668, "smiles": "OCc1nc[nH]n1", "spin_multiplicity": 1, "homo_lumo_gap_ev": 11.0, "species": ["O", "N", "N", "N", "C", "C", "C", "H", "H", "H", "H", "H"], "positions_angstrom": [[-2.31663, 0.95871, -0.30459], [1.78528, 0.51850, -0.30744], [0.62250, -0.92991, 0.88262], [0.47106, 0.78318, -0.59323], [1.82016, -0.52333, 0.56527], [-0.17427, -0.08440, 0.14124], [-1.66945, -0.20436, 0.14008], [-2.00036, -0.42042, 1.15937], [-1.74501, 1.36626, -0.96874], [2.36145, 0.51392, -1.13548], [2.78135, -0.89554, 0.89356], [-1.93608, -1.08260, -0.47267]]}

=====

Entry 4:
{"formula": "C3H5N3O", "method": "the ωB97M-V functional and the def2-TZVPD basis", "total_energy_ev": -9704.7435, "e_lumo_ev": [-0.19, -0.03], "homo_ev": [-7.5673, -9.0296], "spin_multiplicity": 1, "homo_lumo_gap_ev": [7.4, 9.0], "species": ["O", "N", "N", "N", "C", "C", "C", "H", "H", "H", "H", "H"], "positions_angstrom": [[0.99944, -2.02672, -1.15448], [-0.03589, -0.61156, 0.97552], [0.61156, 1.37956, 0.03233], [-0.92784, 0.34695, 1.19467], [0.96472, -0.69895, -1.12399], [0.74816, 0.01321, 0.09115], [-0.48820, 1.54460, 0.69946], [0.53576, -2.34150, -0.35803], [-1.16582, -0.01447, -1.05541], [1.50428, -0.23671, -1.94734], [-1.02347, 2.47017, 0.85645], [-1.72271, 0.17541, 1.78970]]}

=====

Entry 5:
{"formula": "C3H5N3O", "method": "the ωB97M-V functional and the def2-TZVPD basis", "total_energy_ev": -9710.0688, "e_lumo_ev": 0.87, "homo_ev": -7.5702, "smiles": "Nc1c[nH]c(O)n1", "spin_multiplicity": 1, "homo_lumo_gap_ev": 8.4, "species": ["O", "N", "N", "N", "C", "C", "C", "H", "H", "H", "H", "H"], "positions_angstrom": [[-2.55746, 0.70772, 0.01734], [2.13202, 0.60216, -0.21449], [-0.22268, 1.03300, -0.06186], [-1.01887, -1.04024, 0.09691], [0.38091, -1.15050, 0.02666], [0.82877, 0.13331, -0.06314], [-1.28584, 0.27989, 0.00693], [-2.50852, 1.67250, -0.04779], [2.82366, 0.04184, 0.26310], [0.88633, -2.09899, 0.11628], [2.20814, 1.57641, 0.04244], [-1.66646, -1.75709, -0.18237]]}

=====

Entry 6:
{"formula": "C3H5N3O", "method": "the ωB97M-V functional and the def2-TZVPD basis", "total_energy_ev": -9705.6645, "e_lumo_ev": [0.85, 0.85], "homo_ev": [-8.8183, -8.8189], "smiles": "Cn1ncc[n+]1[O-]", "spin_multiplicity": 1, "homo_lumo_gap_ev": [9.7, 9.7], "species": ["O", "N", "N", "N", "C", "C", "C", "H", "H", "H", "H", "H"], "positions_angstrom": [[-1.81998, -1.22577, -0.00796], [-0.07672, 0.38929, 0.04296], [-0.43453, -0.90759, -0.01940], [1.19865, 0.53755, 0.03664], [1.73283, -0.67558, 0.00842], [0.73022, -1.65055, 0.00515], [-0.93927, 1.52702, 0.01727], [-2.07323, 1.13995, 0.03824], [2.83906, -0.70495, 0.00276], [-0.98887, 2.09236, -1.00511], [-0.80069, 2.14551, 0.79526], [0.63253, -2.66725, 0.08576]]}

=====

Entry 7:
{"formula": "C3H5N3O3", "method": "the ωB97M-V functional and the def2-TZVPD basis", "total_energy_ev": -13796.0367, "e_lumo_ev": -0.34, "homo_ev": -9.8019, "spin_multiplicity": 1, "homo_lumo_gap_ev": 9.5, "species": ["O", "O", "O", "N", "N", "N", "C", "C", "C", "H", "H", "H", "H", "H"], "positions_angstrom": [[1.02575, -1.45639, -0.24299], [0.75193, 2.69594, 0.01488], [2.08223, 0.73056, -0.64966], [-1.46243, 0.90956, 0.12018], [-2.65296, 0.08355, -0.34997], [-0.22939, -0.98627, 0.09502], [0.81289, 1.46436, -0.10385], [-0.27656, 0.46851, 0.10725], [1.96326, -0.61595, 0.29399], [-2.50489, -1.23711, -0.18482], [-0.70544, -0.99739, -1.11127], [1.93218, -0.28332, 1.53482], [2.85715, -1.28227, 0.19380], [-3.59372, 0.50623, 0.28263]]}

=====

Entry 8:
{"formula": "C3H5N3O3", "method": "the ωB97M-V functional and the def2-TZVPD basis", "total_energy_ev": -13800.5595, "e_lumo_ev": [-1.93, -2.61], "homo_ev": [-9.3029, -7.5797], "spin_multiplicity": 1, "homo_lumo_gap_ev": [7.4, 5.0], "species": ["O", "O", "O", "N", "N", "N", "C", "C", "C", "H", "H", "H", "H", "H"], "positions_angstrom": [[-2.11222, 2.26730, -0.54355], [1.91405, 1.41305, 0.03306], [-2.36089, -0.10521, 0.20759], [1.02690, -0.85739, 0.26054], [2.09222, -1.60167, -0.13188], [-0.38069, 1.00993, 0.35453], [0.92415, 0.78721, 0.18523], [-1.09531, -0.13849, 0.36481], [-0.23287, -1.27332, 0.22167], [-2.54290, 1.03845, -0.21491], [2.96391, -1.17804, 0.15523], [-0.53453, -2.29920, 0.07626], [2.08162, -1.91161, -1.10073], [-1.74343, 2.84900, 0.13214]]}

=====

Entry 9:
{"formula": "C3H5N3OS", "method": "the ωB97M-V functional and the def2-TZVPD basis", "total_energy_ev": -20542.7957, "e_lumo_ev": 0.15, "homo_ev": -7.4228, "smiles": "[H]/N=c1\\[nH]c(O)cn1S", "spin_multiplicity": 1, "homo_lumo_gap_ev": 7.6, "species": ["S", "O", "N", "N", "N", "C", "C", "C", "H", "H", "H", "H", "H"], "positions_angstrom": [[-2.54147, -1.02104, -0.06207], [2.63976, -0.57079, -0.24571], [0.74189, 0.81723, 0.14654], [-0.91752, -0.55753, -0.09703], [-1.43207, 1.73600, -0.22591], [0.34235, -1.32375, -0.07604], [-0.63050, 0.77767, -0.08447], [1.34926, -0.45333, 0.05113], [2.93351, -1.53585, 0.28687], [-2.98225, 0.26497, 0.23007], [0.21095, -2.42012, -0.04828], [-0.98585, 2.59199, 0.16126], [1.27194, 1.69455, -0.03637]]}

=====

Entry 10:
{"formula": "C3H5N3S", "method": "the ωB97M-V functional and the def2-TZVPD basis", "total_energy_ev": -18492.3953, "e_lumo_ev": -0.75, "homo_ev": -8.3680, "spin_multiplicity": 1, "homo_lumo_gap_ev": 7.6, "species": ["S", "N", "N", "N", "C", "C", "C", "H", "H", "H", "H", "H"], "positions_angstrom": [[-1.93220, 0.55345, 0.52867], [-1.30876, -0.67098, -0.12996], [-0.38109, -1.55865, -0.01159], [-3.13813, 0.82854, -0.48072], [0.86843, -1.47659, 0.03595], [1.76157, -0.25921, 0.03465], [1.27751, 0.98426, 0.09101], [1.20660, -2.51855, -0.01889], [0.32364, 1.25371, 0.48607], [2.82234, -0.54663, -0.20820], [-3.59562, 1.72272, -0.19592], [2.09570, 1.68793, -0.13108]]}

=====

Entry 11:
{"formula": "C3H5N3S", "method": "the ωB97M-V functional and the def2-TZVPD basis", "total_energy_ev": -18495.3023, "e_lumo_ev": 0.55, "homo_ev": -8.2097, "smiles": "[H]/N=c1/cc[nH]n1S", "spin_multiplicity": 1, "homo_lumo_gap_ev": 8.8, "species": ["S", "N", "N", "N", "C", "C", "C", "H", "H", "H", "H", "H"], "positions_angstrom": [[-1.61724, -1.70083, -0.79590], [-0.79322, 0.82362, -0.77961], [1.21427, -1.46353, 1.13461], [-0.33382, -0.57173, -0.56554], [0.21177, 1.63399, -0.24173], [0.70358, -0.52014, 0.36372], [1.10324, 0.88129, 0.51429], [1.95009, 1.19850, 1.15280], [-2.32445, -1.66724, 0.40622], [0.81751, -2.37970, 0.93880], [-0.99753, 1.06500, -1.78632], [0.06578, 2.70078, -0.34135]]}

=====

Entry 12:
{"formula": "C3H5N4", "method": "the ωB97M-V functional and the def2-TZVPD basis", "total_energy_ev": -9139.7007, "e_lumo_ev": -5.42, "homo_ev": -14.5636, "charge": 1, "spin_multiplicity": 1, "homo_lumo_gap_ev": 9.1, "species": ["N", "N", "N", "N", "C", "C", "C", "H", "H", "H", "H", "H"], "positions_angstrom": [[-1.79045, -0.40520, 0.02114], [0.85927, 0.40212, -0.27885], [0.53262, 1.55352, 0.01119], [1.78040, -0.38154, -0.11821], [2.34501, -1.49940, 0.08258], [-0.60684, 2.13975, 0.06818], [-2.61966, -1.17016, -0.15233], [-0.50738, 3.19451, 0.03147], [3.32654, -1.48824, -0.18179], [-1.60624, 1.72455, 0.36951], [-3.43400, -1.84049, -0.35951], [1.72073, -2.22942, 0.50663]]}

=====

Entry 13:
{"formula": "C3H5N4", "method": "the ωB97M-V functional and the def2-TZVPD basis", "total_energy_ev": -9139.2606, "e_lumo_ev": -5.52, "homo_ev": -13.3361, "charge": 1, "spin_multiplicity": 1, "homo_lumo_gap_ev": 7.8, "species": ["N", "N", "N", "N", "C", "C", "C", "H", "H", "H", "H", "H"], "positions_angstrom": [[-0.45083, -0.34358, 0.87675], [1.21411, 0.55749, -1.04574], [0.33336, -0.77525, 0.16378], [0.74900, 1.57260, -0.80388], [-1.37532, 0.22642, 1.43566], [-2.52675, 0.26144, 2.14375], [1.98697, -0.34752, -1.71798], [1.20506, -1.09728, -1.99669], [-3.04670, -0.70174, 2.39283], [-3.06838, 1.13711, 2.38247], [2.18756, 0.14062, -2.71875], [2.79195, -0.63032, -1.11219]]}

=====

Entry 14:
{"formula": "C3H5N4O", "method": "the ωB97M-V functional and the def2-TZVPD basis", "total_energy_ev": -11188.1446, "e_lumo_ev": -6.81, "homo_ev": -14.7794, "charge": 1, "spin_multiplicity": 1, "homo_lumo_gap_ev": 8.0, "species": ["O", "N", "N", "N", "N", "C", "C", "C", "H", "H", "H", "H", "H"], "positions_angstrom": [[-2.74991, 1.05125, -0.76591], [1.38280, -0.78104, -0.49025], [2.16029, 1.09598, 0.23944], [0.93300, 1.13258, 0.62096], [-1.57136, -0.54970, 0.27032], [-2.28147, 0.73035, 0.26229], [2.44830, 0.03777, -0.49782], [0.45948, -0.00676, 0.20673], [-2.09353, 1.32665, 1.29211], [-1.63451, -1.03901, 1.15515], [3.32556, -0.17871, -1.00115], [1.24274, -1.77602, -0.60966], [-1.62138, -1.04335, -0.68222]]}

=====

Entry 15:
{"formula": "C3H5N5", "method": "the ωB97M-V functional and the def2-TZVPD basis", "total_energy_ev": -10639.1504, "e_lumo_ev": 0.26, "homo_ev": -8.7385, "smiles": "[H]/N=c1/nnccn1N", "spin_multiplicity": 1, "homo_lumo_gap_ev": 9.0, "species": ["N", "N", "N", "N", "N", "C", "C", "C", "H", "H", "H", "H", "H"], "positions_angstrom": [[-1.76783, -0.73220, 0.17481], [-0.74258, -1.42160, 0.11718], [1.65456, 1.36448, 0.14654], [0.46148, 0.67307, 0.02516], [1.55085, -1.55558, -0.17354], [-0.65134, 1.32602, -0.11848], [-1.82061, 0.64349, -0.13431], [0.54905, -0.79911, -0.04313], [2.13468, 1.14592, -0.70169], [2.49606, -1.10545, -0.21065], [2.14944, 1.03846, 1.05289], [-2.81799, 1.19339, -0.28033], [-0.52024, 2.40814, -0.11585]]}

=====

Entry 16:
{"formula": "C3H5N5", "method": "the ωB97M-V functional and the def2-TZVPD basis", "total_energy_ev": -10638.7257, "e_lumo_ev": 0.60, "homo_ev": -8.3566, "smiles": "[H]/N=C1\\N[C@@]12NN=C2N", "spin_multiplicity": 1, "homo_lumo_gap_ev": 9.0, "species": ["N", "N", "N", "N", "N", "C", "C", "C", "H", "H", "H", "H", "H"], "positions_angstrom": [[0.17359, -0.91073, -1.62682], [2.20078, 0.12845, 1.16306], [-1.93960, -0.33347, 0.90551], [0.82426, 1.38141, -0.60949], [-0.99250, -1.49091, -1.00664], [1.34957, 0.43555, 0.33001], [-1.05409, -0.56522, -0.09629], [0.24290, 0.06516, -0.53146], [-2.00175, 0.60811, 1.26165], [0.94682, -1.56463, -1.71747], [2.77207, 0.85989, 1.57566], [-2.80970, -0.83865, 0.84032], [0.28765, 2.22503, -0.48803]]}

=====

Entry 17:
{"formula": "C3H5N5", "method": "the ωB97M-V functional and the def2-TZVPD basis", "total_energy_ev": -10637.2635, "e_lumo_ev": 0.41, "homo_ev": -8.0285, "smiles": "[H]/N=C/N1C=NNC=N1", "spin_multiplicity": 1, "homo_lumo_gap_ev": 8.4, "species": ["N", "N", "N", "N", "N", "C", "C", "C", "H", "H", "H", "H", "H"], "positions_angstrom": [[-1.99913, 1.82399, 0.32129], [-0.77053, -0.18782, -0.84398], [0.10041, 0.68775, 0.05792], [1.50149, -1.31898, 0.76050], [0.91006, -1.70530, -0.50908], [1.10911, 0.01718, 0.79880], [-0.22750, -1.21830, -1.15400], [-0.57451, 1.78534, 0.47064], [-0.59307, -1.66617, -2.03588], [-0.13610, 2.42251, 1.22659], [-2.36864, 2.66422, 0.87967], [1.55187, 0.51969, 1.61408], [1.50731, -2.54302, -0.88365]]}

=====

Entry 18:
{"formula": "C3H5N5", "method": "the ωB97M-V functional and the def2-TZVPD basis", "total_energy_ev": -10635.2965, "e_lumo_ev": 0.04, "homo_ev": -10.2290, "spin_multiplicity": 1, "homo_lumo_gap_ev": 10.3, "species": ["N", "N", "N", "N", "N", "C", "C", "C", "H", "H", "H", "H", "H"], "positions_angstrom": [[-2.51968, 0.54018, -0.29203], [1.21710, -1.51704, -0.38183], [-1.26360, 0.93866, -0.34991], [-1.18414, -1.25097, 0.17885], [-0.50866, -0.23882, 0.12628], [1.55300, 0.96660, 0.17107], [0.87794, -0.35399, -0.20327], [-2.33013, -0.68863, 0.05676], [0.63017, 2.16770, -0.20255], [1.84103, 0.98300, 1.53130], [2.69518, 1.04713, -0.56563], [-3.19512, -1.21961, 0.37113], [2.18691, -1.37423, -0.44017]]}

=====

Entry 19:
{"formula": "C3H5N5", "method": "the ωB97M-V functional and the def2-TZVPD basis", "total_energy_ev": -10637.5511, "e_lumo_ev": 0.13, "homo_ev": -9.0793, "smiles": "[H]/N=c1/nc[nH]n1N=C", "spin_multiplicity": 1, "homo_lumo_gap_ev": 9.2, "species": ["N", "N", "N", "N", "N", "C", "C", "C", "H", "H", "H", "H", "H"], "positions_angstrom": [[1.04499, -1.16286, 0.37846], [-0.14721, 2.06856, 0.13268], [-0.97731, -0.83131, -0.50205], [1.77124, 0.85435, -0.45476], [-0.05893, -0.35057, 0.58087], [2.12192, -0.39852, -0.08229], [0.49934, 0.96853, 0.02069], [-2.01163, -0.19677, -0.21112], [-1.02823, 1.90049, 0.38979], [3.03185, -0.76746, -0.50231], [-1.96985, 0.28101, 0.97649], [0.62147, -1.94021, -0.03718], [-2.89766, -0.42525, -0.68927]]}

=====

Entry 20:
{"formula": "C3H5N5", "method": "the ωB97M-V functional and the def2-TZVPD basis", "total_energy_ev": -10634.0476, "e_lumo_ev": -1.25, "homo_ev": -8.0388, "spin_multiplicity": 1, "homo_lumo_gap_ev": 6.8, "species": ["N", "N", "N", "N", "N", "C", "C", "C", "H", "H", "H", "H", "H"], "positions_angstrom": [[1.18229, -1.61293, 1.77907], [-1.28831, 1.34217, -2.30102], [0.88448, -0.68970, -0.33743], [-0.72439, -0.57436, 1.17727], [-0.02210, 1.15586, -1.84644], [0.60707, -0.97959, 0.91982], [-0.14101, 0.40241, -0.62210], [-1.08822, 0.24434, 0.33101], [2.02740, -0.37709, -0.58115], [-0.56597, 0.18803, 2.57320], [-2.09066, 0.44336, 0.41031], [-1.19399, 1.73132, -3.21624], [2.41339, -1.27383, 1.71370]]}